Density functional theory data (ωB97M-V with the def2-TZVPD basis set) for a molecular structure, C40H75INO7PSSi at a distorted geometry.

The geometry in XYZ format:
```
127
Properties=species:S:1:pos:R:3:forces:R:3
C -6.3823 2.2742 -1.3255 0.47 -2.74 -1.17
C -6.3480 0.9374 -1.8380 0.97 3.24 0.33
C -5.6866 0.7930 -3.3069 -1.07 1.58 -0.08
O -6.1524 1.5019 -4.2275 2.05 -2.90 2.82
O -4.5898 -0.1038 -3.4066 -2.96 0.94 -0.69
C -4.6340 -0.9092 -4.6164 1.93 -1.46 -1.71
C -3.0750 -1.2052 -5.0071 -0.89 0.25 0.29
C -2.5772 -0.1566 -6.1295 0.94 -0.19 0.58
C -1.6069 0.9714 -5.4529 -0.41 -0.16 -1.42
C -2.4008 2.3132 -5.0598 -1.18 -0.35 -0.02
C -2.2769 2.7546 -3.5161 -1.19 -0.37 -1.07
Si -0.4969 3.0726 -2.8709 -2.57 1.24 2.36
C -0.4905 4.8882 -2.1579 1.42 0.50 -0.50
C 0.9373 5.1835 -1.4280 0.23 0.46 0.52
C 0.7995 5.7886 0.0557 -0.26 0.39 -0.09
C 0.8058 4.6940 1.2314 0.02 -0.58 -0.38
C 2.1503 4.6459 2.1106 0.23 0.87 -0.06
C 1.9234 4.5565 3.6961 0.63 -0.73 0.13
C 0.8154 3.4954 4.1698 -0.12 0.23 1.47
C 1.3961 2.0944 4.6902 -0.96 -0.70 -0.74
C 1.9368 1.2029 3.4511 -0.79 0.00 0.43
C 1.7819 -0.3934 3.7308 0.35 0.35 0.00
C 2.9731 -1.2593 3.0575 -0.31 0.18 1.12
C 2.5454 -2.8202 2.8566 -0.13 1.97 0.13
N 1.8693 -2.8933 1.5278 -2.39 -1.07 -3.05
C 2.3525 -2.5064 0.1872 -2.93 -0.79 -1.04
C 1.2639 -2.7287 -0.8794 -0.01 -1.13 5.26
C 0.0559 -3.3438 -0.0937 3.61 1.08 2.75
C 0.5079 -3.4160 1.4121 0.36 0.93 -4.66
C -0.2184 1.9186 -1.3647 1.09 -1.16 -0.76
I -1.9119 2.3199 0.0116 0.96 0.24 -0.27
C -0.1883 0.3395 -1.7008 -0.05 -0.90 1.25
C -1.5476 -0.4627 -1.4049 0.14 -1.14 -0.67
P 1.0914 3.0213 -4.4037 3.06 0.04 -3.15
O 0.4785 3.5845 -5.9319 0.00 0.68 2.88
O 2.4249 4.0821 -4.0610 -3.42 -0.06 -0.71
S 1.8641 1.2780 -4.7420 -0.31 0.47 0.47
H -7.0790 2.6183 -0.4905 1.43 -0.82 -0.96
H -5.6257 3.0290 -1.7543 -1.81 -1.07 0.37
H -6.7131 0.0370 -1.2464 0.19 1.32 -1.24
H -5.0871 -0.3899 -5.5244 0.29 -0.41 1.64
H -5.1546 -1.9220 -4.4617 0.48 1.68 0.26
H -2.4939 -1.1017 -4.0144 -0.75 -0.05 -1.69
H -2.9163 -2.3008 -5.3364 -0.50 1.77 0.34
H -3.4382 0.3531 -6.6989 1.17 -0.86 0.98
H -1.9742 -0.7548 -6.9010 -0.77 0.99 1.06
H -1.0909 0.4470 -4.5814 -0.56 1.04 -1.09
H -0.8345 1.2487 -6.2584 -0.93 -0.47 1.49
H -2.1549 3.1767 -5.7855 -0.18 -1.38 1.20
H -3.5231 2.0869 -5.2424 1.70 0.50 0.31
H -2.8179 1.9331 -2.9044 1.14 1.26 -0.84
H -2.9092 3.7109 -3.3466 1.10 -1.39 -0.27
H -1.3738 5.0717 -1.4578 1.20 -0.22 -1.07
H -0.5166 5.6126 -3.0641 -0.43 -0.98 1.47
H 1.5405 5.9551 -2.0424 -0.98 -1.32 0.85
H 1.5892 4.2403 -1.3475 -0.87 1.34 -0.26
H 1.6631 6.5190 0.2278 -1.15 -0.96 -0.21
H -0.1726 6.4173 0.0737 1.53 -0.99 0.10
H -0.1151 4.8107 1.9092 1.41 -0.11 -1.06
H 0.7241 3.6622 0.7109 -0.14 1.63 1.03
H 2.7665 5.6103 1.9215 -0.96 -1.52 0.21
H 2.8041 3.7823 1.7368 -0.94 1.12 0.69
H 2.9296 4.1985 4.1486 -1.53 0.63 -0.64
H 1.7366 5.5890 4.1852 0.07 -1.59 -1.11
H 0.0003 3.2647 3.4043 1.25 0.42 0.77
H 0.2718 3.9743 5.0742 0.82 -0.84 -1.46
H 0.4920 1.5099 5.1203 1.36 0.96 -0.55
H 2.1414 2.1843 5.5538 -0.92 0.04 -1.41
H 3.0138 1.5188 3.2384 -1.38 -0.67 0.05
H 1.2545 1.4601 2.5580 1.28 -0.31 1.11
H 0.7736 -0.7917 3.3464 1.40 0.79 0.42
H 1.7553 -0.5036 4.8726 0.23 -0.18 -1.56
H 3.2332 -0.7381 2.0762 -0.20 -1.05 1.23
H 3.8678 -1.1991 3.7735 -1.11 -0.09 -1.18
H 1.7186 -3.0087 3.6441 1.52 -0.07 -1.30
H 3.4351 -3.5287 2.9705 -1.35 0.91 -0.38
H 3.3938 -2.0857 -0.0196 -1.75 -0.78 0.75
H 1.2974 -2.5060 -1.9928 0.18 -0.32 1.85
H -0.9691 -3.6584 -0.4997 1.88 0.50 0.75
H -0.1194 -3.8007 2.2820 1.35 0.74 -1.27
H 0.7917 2.1933 -0.9027 -1.67 -0.31 -0.14
H 0.6139 -0.1208 -1.0026 -1.30 0.67 -1.22
H 0.1343 0.0776 -2.7633 -0.34 0.87 1.31
H -2.4851 0.0015 -1.8886 1.49 -0.57 0.95
H -1.7098 -0.7127 -0.2892 0.23 0.72 -1.84
H -1.4303 -1.4962 -1.9200 -0.14 1.58 0.83
H -0.1383 4.3430 -5.7597 0.61 -0.80 -0.38
H 2.0163 4.9810 -4.1903 0.93 -0.77 0.31
C 5.4501 -6.7789 -0.6923 0.38 -0.30 0.01
C 3.9741 -6.8528 -0.3739 -0.40 0.00 -0.29
C 3.8883 -6.0450 0.9044 -0.13 0.11 0.41
O 4.9211 -5.0533 0.8440 0.06 -0.25 -0.22
C 5.7985 -5.3725 -0.2454 0.01 0.39 -0.02
H 5.6829 -6.9622 -1.7428 0.00 0.04 0.07
H 5.9977 -7.5096 -0.0875 0.00 0.05 -0.07
H 3.3985 -6.3615 -1.1654 -0.01 -0.04 0.08
H 3.5984 -7.8714 -0.2611 0.02 0.08 0.03
H 4.0790 -6.6706 1.7835 -0.09 -0.07 0.00
H 2.9189 -5.5543 1.0245 0.08 0.07 0.01
H 5.6176 -4.6459 -1.0451 0.08 -0.04 -0.05
H 6.8372 -5.2806 0.0803 -0.09 0.07 0.06
C -1.5837 -7.1327 -3.6557 0.36 -0.30 0.01
C -3.0612 -7.2088 -3.3431 -0.40 -0.01 -0.25
C -3.1544 -6.4015 -2.0633 0.02 0.08 0.36
O -2.1212 -5.4088 -2.1226 -0.06 -0.25 -0.21
C -1.2388 -5.7265 -3.2077 0.07 0.37 -0.02
H -1.3465 -7.3154 -4.7052 0.00 0.04 0.08
H -1.0379 -7.8628 -3.0489 -0.01 0.05 -0.07
H -3.6341 -6.7181 -4.1370 0.00 -0.06 0.06
H -3.4356 -8.2280 -3.2323 0.01 0.08 0.02
H -2.9681 -7.0273 -1.1840 -0.09 -0.05 -0.01
H -4.1252 -5.9143 -1.9446 0.11 0.06 0.04
H -1.4174 -4.9999 -4.0082 0.08 -0.03 -0.06
H -0.2017 -5.6331 -2.8776 -0.09 0.09 0.08
C 0.4187 4.4048 9.3947 -0.18 0.45 0.07
C -0.0867 2.9908 9.5719 0.07 -0.35 0.31
C -0.2472 2.5311 8.1363 -0.15 -0.04 -0.33
O 0.7410 3.2271 7.3646 -0.12 0.13 0.55
C 1.3028 4.2720 8.1704 0.29 -0.10 -0.18
H 0.9514 4.7936 10.2643 -0.02 -0.02 -0.08
H -0.4203 5.0747 9.1790 0.08 -0.01 0.03
H 0.6742 2.3854 10.0754 -0.08 0.01 -0.02
H -1.0119 2.9232 10.1470 0.06 -0.01 -0.06
H -1.2323 2.8001 7.7402 -0.05 -0.08 0.05
H -0.1089 1.4531 8.0232 0.04 0.08 -0.10
H 2.3198 3.9724 8.4461 0.02 0.10 0.03
H 1.3571 5.1956 7.5893 0.00 -0.11 -0.08
```
Forces are in eV/Å.

LUMO energy ... 0.0 eV
Kohn-Sham gap ... 0.2772 Ha
Charge ... 0
Electronic energy ... -94613.1014 eV

Atomic partial charges in e from the Mulliken method, atoms 1 to 99: -0.6069, -0.2673, 0.5427, -0.5023, -0.0110, -0.6861, 0.3571, -1.1650, 0.3877, -0.8019, 0.1288, -0.9145, -0.5838, -0.4498, -1.0071, 0.5418, -0.6787, -0.8733, -0.2494, -0.7765, -0.0340, -0.5120, -0.6132, -0.7415, 0.7994, -0.5004, -0.5990, -0.1102, -0.8260, -0.9701, -0.0591, 0.7437, -0.8774, 0.9477, -0.5774, -0.5692, -0.3771, 0.2678, 0.1763, 0.3210, 0.3724, 0.2725, -0.4335, 0.3493, 0.4170, 0.3696, -0.2980, 0.2982, 0.2854, 0.4754, -0.3506, 0.5041, 0.5895, 0.2487, 0.3639, 0.3773, 0.3963, 0.2435, 0.4427, -0.6294, 0.4261, 0.1974, 0.3184, 0.3188, 0.3225, 0.1299, 0.2723, 0.2139, 0.3245, -0.1399, 0.3007, 0.2859, 0.3044, 0.3218, 0.3577, 0.1626, 0.3833, 0.4243, 0.3789, 0.2963, 0.5819, -0.1193, 0.0133, 0.4130, 0.4031, -0.1881, 0.3786, 0.3492, -0.5759, -0.5288, -0.0965, -0.3663, -0.4574, 0.3532, 0.2558, 0.1762, 0.3719, 0.2831, 0.0205